(1)
A structure of composition C28H40FN6O6S2Zr at a distorted geometry. Source: the OMol25 dataset; level of theory: wB97M-V/def2-TZVPD.

The geometry in ORCA input format:
```
! RIJCOSX wB97M-V def2-TZVPD def2/J DEFGRID3
* xyz 3 1
Zr 0.01 0.69 -1.01
O -0.33 0.02 0.94
S -1.45 -0.04 2.03
C -2.03 -1.74 1.92
C -0.98 -2.85 2.02
C -0.06 -3.00 0.78
C 1.36 -2.50 1.04
S 2.20 -2.03 -0.48
O 1.27 -0.91 -1.07
C 3.65 -1.24 0.17
C 4.83 -1.97 0.06
C 6.00 -1.44 0.57
C 5.99 -0.18 1.16
C 4.80 0.56 1.24
C 3.63 0.03 0.74
C -0.61 -0.11 3.59
C 0.74 0.20 3.69
C 1.34 0.15 4.94
C 0.59 -0.18 6.06
C -0.77 -0.45 5.94
C -1.39 -0.41 4.70
H -2.59 -1.79 0.98
H -2.75 -1.80 2.74
H -1.54 -3.77 2.15
H -0.39 -2.72 2.93
H -0.50 -2.44 -0.04
H -0.03 -4.04 0.47
H 2.01 -3.27 1.47
H 1.40 -1.62 1.68
H 4.83 -2.95 -0.42
H 6.92 -1.99 0.50
H 6.91 0.25 1.55
H 4.81 1.54 1.69
H 2.72 0.59 0.78
H 1.30 0.49 2.82
H 2.39 0.38 5.03
H 1.06 -0.21 7.03
H -1.36 -0.68 6.82
H -2.45 -0.60 4.62
C -5.79 -2.03 -0.87
C -5.14 -1.38 -2.09
N -3.66 -1.50 -2.08
C -3.13 -2.74 -2.69
C -2.85 -2.58 -4.18
C -2.88 -0.57 -1.58
C -3.52 0.63 -0.94
N -1.54 -0.64 -1.64
H -6.88 -1.98 -0.97
H -5.51 -1.53 0.06
H -5.52 -3.09 -0.79
H -5.42 -0.34 -2.19
H -5.48 -1.88 -3.00
H -3.87 -3.51 -2.51
H -2.23 -3.04 -2.15
H -3.77 -2.33 -4.72
H -2.48 -3.52 -4.59
H -2.12 -1.80 -4.37
H -4.40 0.38 -0.36
H -3.82 1.34 -1.71
H -2.82 1.14 -0.29
H -1.21 -1.38 -2.24
N -0.34 0.23 -4.24
N 0.74 0.62 -3.36
H 0.02 0.19 -5.19
H -1.02 0.98 -4.22
H 1.14 1.49 -3.66
H 1.46 -0.08 -3.49
F 3.85 6.82 0.24
C 3.31 5.68 -0.09
C 2.08 5.60 -0.57
N 1.48 4.37 -0.93
C 0.07 4.39 -1.35
C -0.53 3.04 -1.11
O -0.50 2.51 0.04
O -0.94 2.31 -2.08
C 2.20 3.24 -0.87
O 1.74 2.11 -1.22
N 3.45 3.32 -0.40
C 4.12 4.48 0.11
O 5.19 4.38 0.63
H 1.48 6.49 -0.72
H -0.03 4.67 -2.39
H -0.47 5.11 -0.73
H 3.98 2.46 -0.36
*
```

Its frontier orbital gap is 8.7 eV. The total energy is -2813.54966 hartree. The energy above the lowest of the compared OMol25 structures with the same formula, charge and spin comes out at 7.2 kcal/mol. The strongest force on any atom comes out at 1.08 eV/A. The HOMO energy comes out at -0.6197 Ha.


(2)
An isolated molecule of C12H16O3 at a distorted geometry. Source: the OMol25 dataset; level of theory: wB97M-V/def2-TZVPD.

The geometry in ORCA input format:
```
! RIJCOSX wB97M-V def2-TZVPD def2/J DEFGRID3
* xyz 0 1
C 5.10 -1.06 -0.40
C 3.62 -0.94 -0.11
C 3.16 0.45 0.56
C 1.61 0.39 0.56
O 0.96 0.45 -0.80
C -0.40 0.47 -0.59
C -0.97 -0.78 -0.52
C -2.32 -0.84 -0.28
C -2.90 0.34 -0.05
C -2.35 1.63 -0.01
C -1.02 1.67 -0.33
O -0.31 2.83 -0.41
C -4.43 0.18 -0.01
C -4.44 -1.44 0.08
O -3.16 -1.90 -0.22
H 5.65 -0.92 0.48
H 5.23 -0.31 -1.15
H 5.43 -2.14 -0.71
H 3.04 -1.09 -1.09
H 3.09 -1.80 0.57
H 3.26 0.72 1.67
H 3.43 1.38 -0.15
H 1.29 1.27 1.20
H 1.03 -0.60 0.97
H -0.56 -1.87 -0.30
H -3.01 2.45 0.25
H -0.86 3.65 -0.13
H -4.82 0.66 -0.86
H -4.73 0.66 1.07
H -4.40 -1.65 1.16
H -5.21 -1.88 -0.47
*
```

Its frontier orbital gap is 8.6 eV. The total energy is -692.41999 hartree. The energy above the lowest of the compared OMol25 structures with the same formula, charge and spin comes out at 97.6 kcal/mol. The SMILES is CCCCOc1cc2c(cc1O)CCO2. The strongest force on any atom comes out at 4.79 eV/A. The HOMO energy comes out at -0.2904 Ha.


(3)
A cluster of 16 separate species, C19H66BrN4O16 in total at a distorted geometry. Source: the OMol25 dataset; level of theory: wB97M-V/def2-TZVPD.

The geometry in ORCA input format:
```
! RIJCOSX wB97M-V def2-TZVPD def2/J DEFGRID3
* xyz 1 1
O 3.98 1.46 -0.42
C 3.20 1.54 -1.29
Br 3.30 0.56 -2.96
C 2.01 2.51 -1.11
N 0.95 1.82 -0.36
C -0.32 1.76 -0.75
N -1.27 1.12 0.02
C -2.40 1.32 -0.70
N -2.11 2.01 -1.85
N -0.80 2.28 -1.88
H 1.67 2.94 -2.07
H 2.31 3.38 -0.49
H 1.23 1.37 0.50
H -3.41 0.98 -0.44
H -2.72 2.31 -2.61
H -0.33 2.77 -2.65
C 2.90 -1.65 1.54
O 2.50 -0.52 0.75
H 2.21 -1.75 2.38
H 2.85 -2.56 0.93
H 3.91 -1.51 1.92
H 3.12 -0.46 0.01
C 2.07 -4.06 4.82
O 1.99 -4.23 3.40
H 2.92 -4.63 5.19
H 2.20 -3.00 5.06
H 1.15 -4.43 5.28
H 1.24 -3.72 3.09
C -5.03 3.63 -1.34
O -4.91 3.17 -2.68
H -4.34 3.06 -0.72
H -4.77 4.69 -1.28
H -6.05 3.47 -0.99
H -5.52 3.69 -3.21
C 1.05 2.38 3.79
O -0.02 1.47 3.55
H 1.05 2.65 4.84
H 2.01 1.89 3.55
H 0.93 3.28 3.18
H 0.00 1.24 2.62
C 5.44 4.23 0.18
O 5.02 5.35 -0.60
H 4.76 4.12 1.02
H 5.41 3.33 -0.43
H 6.45 4.39 0.55
H 5.62 5.43 -1.34
C 4.30 -5.02 -0.85
O 4.32 -4.18 -2.00
H 4.68 -6.00 -1.13
H 4.94 -4.60 -0.07
H 3.28 -5.12 -0.48
H 3.99 -3.32 -1.74
C -5.03 0.88 -5.19
O -4.42 -0.07 -4.32
H -5.72 0.36 -5.85
H -5.58 1.62 -4.60
H -4.27 1.38 -5.79
H -3.81 0.41 -3.75
C 6.09 -1.60 -0.47
O 6.63 -0.39 0.04
H 6.83 -2.39 -0.37
H 5.19 -1.88 0.09
H 5.83 -1.48 -1.53
H 5.96 0.29 -0.05
C -0.73 -5.23 7.60
O -0.69 -4.39 6.44
H -0.38 -6.22 7.32
H -0.09 -4.82 8.38
H -1.76 -5.31 7.96
H -1.01 -3.52 6.71
C -1.24 5.15 -5.00
O -0.60 4.37 -3.98
H -1.23 4.59 -5.93
H -2.27 5.36 -4.71
H -0.70 6.09 -5.14
H -0.62 4.90 -3.17
C -6.41 -0.58 -0.34
O -6.38 0.65 -1.08
H -6.80 -0.37 0.65
H -7.05 -1.30 -0.84
H -5.39 -0.98 -0.24
H -6.02 0.44 -1.95
C -1.98 -2.31 -5.52
O -3.21 -2.97 -5.32
H -1.26 -3.02 -5.93
H -2.11 -1.48 -6.23
H -1.60 -1.92 -4.57
H -3.83 -2.32 -4.96
C -0.25 -3.08 -0.88
O -0.27 -2.93 0.53
H -0.94 -3.87 -1.15
H -0.55 -2.15 -1.37
H 0.76 -3.36 -1.21
H 0.35 -2.23 0.76
C 2.10 7.00 -3.53
O 1.60 8.10 -4.28
H 1.45 6.84 -2.67
H 2.10 6.10 -4.16
H 3.11 7.21 -3.18
H 2.19 8.22 -5.03
C -3.84 -6.79 9.59
O -3.27 -5.59 10.11
H -3.10 -7.59 9.68
H -4.73 -7.06 10.15
H -4.09 -6.66 8.53
H -3.93 -4.90 10.02
*
```

Its frontier orbital gap is 8.2 eV. The total energy is -4759.86569 hartree. The strongest force on any atom comes out at 2.91 eV/A. The HOMO energy comes out at -0.4167 Ha.


(4)
A structure of composition C13H5BaCl4NO6 at a distorted geometry. Source: the OMol25 dataset; level of theory: wB97M-V/def2-TZVPD.

The geometry in ORCA input format:
```
! RIJCOSX wB97M-V def2-TZVPD def2/J DEFGRID3
* xyz 0 1
Ba 0.05 -0.38 -0.24
O 0.31 4.55 -0.03
C 0.17 3.24 0.15
O 0.38 2.42 -0.71
C -0.29 2.91 1.55
C -0.52 3.93 2.47
C -0.94 3.57 3.74
C -1.12 2.22 4.03
C -0.87 1.28 3.04
N -0.47 1.62 1.82
C -1.04 -0.22 3.26
O -1.44 -0.62 4.46
O -0.82 -1.03 2.40
H 0.61 4.69 -0.95
H -0.37 4.96 2.20
H -1.13 4.32 4.49
H -1.45 1.96 5.03
H -1.59 0.10 5.08
Cl -0.14 -5.01 -5.84
C 0.43 -4.05 -4.52
C 1.74 -4.14 -4.11
Cl 2.84 -5.21 -4.90
C 2.18 -3.35 -3.04
Cl 3.83 -3.44 -2.50
C 1.33 -2.46 -2.36
O 1.75 -1.72 -1.36
C -0.03 -2.37 -2.79
O -0.86 -1.55 -2.18
C -0.44 -3.17 -3.86
Cl -2.10 -3.04 -4.36
*
```

Its frontier orbital gap is 3.5 eV. The total energy is -2870.97575 hartree. The energy above the lowest of the compared OMol25 structures with the same formula, charge and spin comes out at 6.8 kcal/mol. The strongest force on any atom comes out at 1.42 eV/A. The HOMO energy comes out at -0.2135 Ha.


(5)
An isolated molecule of C2H3NO4 at a distorted geometry. Source: the OMol25 dataset; level of theory: wB97M-V/def2-TZVPD.

The geometry in ORCA input format:
```
! RIJCOSX wB97M-V def2-TZVPD def2/J DEFGRID3
* xyz 0 1
O 0.37 -1.00 1.88
C 0.20 -0.14 1.00
O 0.22 1.26 1.07
C 0.26 -0.51 -0.40
O 0.76 -1.54 -0.75
N -0.15 0.45 -1.37
O -1.43 0.96 -1.29
H 0.03 1.70 1.99
H -0.05 -0.16 -2.27
H -1.12 1.81 -1.09
*
```

Its frontier orbital gap is 9.9 eV. The total energy is -433.64886 hartree. The energy above the lowest of the compared OMol25 structures with the same formula, charge and spin comes out at 72.0 kcal/mol. The SMILES is O=C(O)C(=O)NO. The strongest force on any atom comes out at 5.14 eV/A. The HOMO energy comes out at -0.3817 Ha.


(6)
An isolated molecule of C2H2N2O at a distorted geometry. Source: the OMol25 dataset; level of theory: wB97M-V/def2-TZVPD.

The geometry in ORCA input format:
```
! RIJCOSX wB97M-V def2-TZVPD def2/J DEFGRID3
* xyz 0 1
C -0.89 -0.68 -0.87
N -0.69 -0.20 0.26
N 0.42 0.55 0.32
C 1.13 0.93 1.22
O 2.05 1.21 1.89
H -0.24 -0.50 -1.82
H -1.77 -1.33 -1.00
*
```

Its frontier orbital gap is 10.8 eV. The total energy is -262.09719 hartree. The energy above the lowest of the compared OMol25 structures with the same formula, charge and spin comes out at 41.9 kcal/mol. The SMILES is C=NN=C=O. The strongest force on any atom comes out at 3.53 eV/A. The HOMO energy comes out at -0.3722 Ha.


(7)
A structure of composition C3H8OS at a distorted geometry. Source: the OMol25 dataset; level of theory: wB97M-V/def2-TZVPD.

The geometry in ORCA input format:
```
! RIJCOSX wB97M-V def2-TZVPD def2/J DEFGRID3
* xyz 0 1
C -1.72 0.63 0.07
C 0.42 -1.20 -0.04
C 1.28 -0.07 0.30
H -2.90 0.01 -0.42
H -1.69 0.26 1.13
H -1.58 2.11 -0.20
H 0.86 -1.92 -0.42
H 0.25 -1.68 0.95
H 0.89 0.68 0.92
H 2.13 -0.25 0.94
H 0.99 1.61 -1.22
O 1.83 0.45 -1.03
S -0.77 -0.61 -0.98
*
```

Its frontier orbital gap is 8.2 eV. The total energy is -592.24080 hartree. The energy above the lowest of the compared OMol25 structures with the same formula, charge and spin comes out at 174.0 kcal/mol. The strongest force on any atom comes out at 9.03 eV/A. The HOMO energy comes out at -0.3048 Ha.


(8)
A structure of composition C64H45HfN9O2Se at a distorted geometry. Source: the OMol25 dataset; level of theory: wB97M-V/def2-TZVPD.

The geometry in ORCA input format:
```
! RIJCOSX wB97M-V def2-TZVPD def2/J DEFGRID3
* xyz 0 1
Hf 0.04 0.19 0.09
C 3.40 5.58 4.51
C 3.32 4.40 5.23
C 2.77 3.27 4.65
C 2.33 3.29 3.33
C 2.42 4.48 2.61
C 2.94 5.62 3.20
C 1.77 2.09 2.66
C 2.57 1.47 1.70
C 3.94 1.81 1.47
C 4.39 1.00 0.48
C 3.29 0.16 0.12
C 3.36 -0.90 -0.78
C 4.54 -1.04 -1.67
C 4.39 -0.68 -3.00
C 5.45 -0.79 -3.88
C 6.66 -1.28 -3.44
C 6.82 -1.65 -2.11
C 5.77 -1.52 -1.22
C 2.35 -1.86 -0.91
N 1.08 -1.76 -0.41
C 0.50 -2.97 -0.68
C -0.80 -3.35 -0.38
C -1.26 -4.65 -0.94
C -1.19 -5.82 -0.20
C -1.59 -7.02 -0.77
C -2.07 -7.04 -2.07
C -2.14 -5.87 -2.80
C -1.73 -4.68 -2.24
C -1.69 -2.60 0.38
C -2.98 -3.07 0.80
C -3.51 -2.11 1.59
C -2.53 -1.06 1.67
N -1.44 -1.36 0.90
C -2.62 0.00 2.57
C -1.53 0.82 2.90
C -1.58 1.86 3.89
C -0.35 2.41 3.93
C 0.45 1.73 2.96
N -0.29 0.75 2.34
C -3.90 0.18 3.29
C -5.06 0.48 2.59
C -6.26 0.65 3.27
C -6.31 0.48 4.65
C -5.16 0.13 5.34
C -3.96 0.00 4.67
C 1.45 -3.86 -1.31
C 2.59 -3.15 -1.47
N 2.18 0.46 0.87
H 3.82 6.47 4.96
H 3.67 4.36 6.25
H 2.70 2.35 5.21
H 2.08 4.51 1.59
H 3.00 6.54 2.64
H 4.50 2.55 2.02
H 5.37 0.95 0.05
H 3.43 -0.33 -3.35
H 5.32 -0.50 -4.91
H 7.49 -1.38 -4.13
H 7.76 -2.05 -1.77
H 5.89 -1.81 -0.19
H -0.81 -5.80 0.81
H -1.53 -7.94 -0.20
H -2.39 -7.98 -2.51
H -2.51 -5.89 -3.82
H -1.75 -3.76 -2.82
H -3.39 -4.03 0.53
H -4.44 -2.13 2.12
H -2.45 2.13 4.46
H -0.01 3.22 4.56
H -5.02 0.59 1.52
H -7.16 0.91 2.73
H -7.25 0.59 5.18
H -5.20 -0.04 6.41
H -3.06 -0.27 5.20
H 1.25 -4.88 -1.57
H 3.53 -3.48 -1.87
C 2.05 3.13 -2.82
C 0.94 3.81 -3.32
C -0.30 3.21 -3.18
C -0.41 1.99 -2.52
N 0.67 1.37 -1.96
C 1.86 1.94 -2.15
C -1.65 1.23 -2.47
C -2.80 1.64 -3.15
C -3.89 0.80 -3.22
C -3.79 -0.46 -2.64
C -2.63 -0.78 -1.97
N -1.58 0.03 -1.84
H 3.04 3.53 -2.94
H 1.04 4.76 -3.81
H -1.17 3.69 -3.59
H 2.71 1.41 -1.74
H -2.84 2.60 -3.64
H -4.80 1.11 -3.72
H -4.59 -1.17 -2.70
H -2.51 -1.77 -1.54
Se 0.57 -1.18 -3.30
C 0.47 -1.19 -5.20
C 1.13 -2.19 -5.91
C 1.04 -2.21 -7.28
N 0.36 -1.32 -7.99
C -0.26 -0.36 -7.31
C -0.24 -0.25 -5.94
H 1.70 -2.94 -5.36
H 1.54 -2.98 -7.86
H -0.80 0.35 -7.92
H -0.76 0.56 -5.44
C -4.80 3.71 0.11
N -3.38 3.46 0.24
C -2.50 4.46 0.42
C -1.17 4.22 0.49
C -0.73 2.86 0.33
O 0.47 2.52 0.28
N -1.64 1.88 0.19
C -2.97 2.12 0.12
O -3.81 1.26 -0.07
H -5.00 4.77 0.27
H -5.35 3.12 0.84
H -5.12 3.41 -0.89
H -2.91 5.46 0.51
H -0.44 5.00 0.64
*
```

Its frontier orbital gap is 4.6 eV. The total energy is -5558.83692 hartree. The energy above the lowest of the compared OMol25 structures with the same formula, charge and spin comes out at 42.5 kcal/mol. The strongest force on any atom comes out at 1.58 eV/A. The HOMO energy comes out at -0.2146 Ha.


(9)
An isolated molecule of C3H6N2O2 at a distorted geometry. Source: the OMol25 dataset; level of theory: wB97M-V/def2-TZVPD.

The geometry in ORCA input format:
```
! RIJCOSX wB97M-V def2-TZVPD def2/J DEFGRID3
* xyz 0 1
N 1.28 1.40 1.18
C 0.24 0.45 1.45
C 0.18 -0.71 0.42
O 0.79 -1.73 0.53
N -0.99 -0.73 -0.40
C -1.17 0.47 -1.18
O -0.62 0.68 -2.22
H 1.66 1.40 0.24
H 2.09 1.35 1.79
H -0.78 0.82 1.54
H 0.50 -0.09 2.36
H -0.74 -1.38 -1.15
H -1.87 1.21 -0.73
*
```

Its frontier orbital gap is 10.3 eV. The total energy is -377.88215 hartree. The energy above the lowest of the compared OMol25 structures with the same formula, charge and spin comes out at 48.4 kcal/mol. The SMILES is NCC(=O)NC=O. The strongest force on any atom comes out at 2.70 eV/A. The HOMO energy comes out at -0.3534 Ha.